The following is a DFT calculation (ωB97M-V/def2-TZVPD) of a structure of composition C45H47N5O11S3Sc in a non-equilibrium geometry.

## Properties
- Relative energy (zero: lowest compared OMol25 entry of this formula, charge and spin): 0.000 eV
- HOMO-LUMO gap: 6.476 eV
- Total charge: +1
- E_HOMO: -9.29 eV
- LUMO energy: -0.1034 Eh

Cartesian coordinates (Å):
Sc1 -0.414 1.053 -0.101
O1 -0.749 2.636 1.277
S1 -1.540 3.842 1.732
C1 -3.301 3.592 1.281
C2 -4.296 3.059 2.312
C3 -4.361 1.542 2.497
C4 -4.945 0.828 1.273
S2 -3.722 -0.136 0.356
O2 -2.464 0.678 0.562
C5 -3.554 -1.583 1.373
C6 -4.467 -2.611 1.165
C7 -4.311 -3.796 1.865
C8 -3.238 -3.951 2.735
C9 -2.325 -2.922 2.916
C10 -2.479 -1.723 2.232
C11 -1.602 3.725 3.501
C12 -1.443 2.507 4.142
C13 -1.506 2.465 5.525
C14 -1.730 3.631 6.248
C15 -1.880 4.845 5.594
C16 -1.805 4.900 4.209
H1 -3.221 2.966 0.389
H2 -3.603 4.589 0.957
H3 -5.283 3.408 1.994
H4 -4.117 3.535 3.278
H5 -4.984 1.324 3.364
H6 -3.370 1.145 2.720
H7 -5.323 1.539 0.534
H8 -5.759 0.141 1.508
H9 -5.271 -2.506 0.445
H10 -5.013 -4.605 1.712
H11 -3.109 -4.885 3.266
H12 -1.482 -3.054 3.582
H13 -1.752 -0.928 2.328
H14 -1.259 1.617 3.555
H15 -1.378 1.523 6.042
H16 -1.776 3.593 7.328
H17 -2.037 5.753 6.161
H18 -1.893 5.848 3.690
C17 8.255 -3.471 -3.728
O3 7.225 -3.427 -2.755
C18 7.263 -2.423 -1.846
C19 6.262 -2.452 -0.872
C20 6.196 -1.467 0.088
C21 7.142 -0.442 0.098
C22 8.170 -0.450 -0.827
C23 8.223 -1.419 -1.823
N1 7.212 0.564 1.123
N2 6.233 1.237 1.472
C24 4.984 1.219 0.761
C25 4.876 1.558 -0.560
C26 3.620 1.661 -1.192
C27 2.463 1.431 -0.489
O4 1.245 1.486 -1.016
C28 2.562 1.094 0.893
N3 1.388 0.849 1.537
C29 1.436 0.505 2.800
C30 2.633 0.404 3.531
C31 3.819 0.657 2.899
C32 3.812 1.003 1.530
H19 8.052 -4.344 -4.342
H20 9.236 -3.578 -3.260
H21 8.244 -2.576 -4.356
H22 5.549 -3.266 -0.887
H23 5.418 -1.505 0.839
H24 8.934 0.314 -0.769
H25 9.025 -1.391 -2.546
H26 5.772 1.741 -1.138
H27 3.558 1.918 -2.241
H28 0.491 0.284 3.286
H29 2.599 0.128 4.575
H30 4.763 0.597 3.426
C33 -5.064 2.285 -3.870
C34 -3.825 1.769 -4.591
C35 -2.718 1.343 -3.631
S3 -1.953 2.783 -2.852
O5 -1.427 2.285 -1.522
C36 -0.515 3.047 -3.897
C37 0.400 1.855 -4.138
C38 1.739 2.321 -4.699
H31 -5.836 2.583 -4.579
H32 -4.835 3.154 -3.250
H33 -5.484 1.509 -3.226
H34 -3.449 2.524 -5.288
H35 -4.083 0.904 -5.204
H36 -1.948 0.742 -4.108
H37 -3.101 0.768 -2.786
H38 0.015 3.854 -3.385
H39 -0.920 3.469 -4.823
H40 -0.065 1.161 -4.841
H41 0.560 1.326 -3.197
H42 1.614 2.879 -5.629
H43 2.386 1.469 -4.908
H44 2.254 2.967 -3.986
O6 -0.111 -0.983 0.186
C39 -0.808 -1.464 -0.768
O7 -1.343 -0.727 -1.615
C40 -1.018 -2.944 -0.766
C41 -0.078 -3.796 -0.206
C42 -0.367 -5.146 -0.150
C43 -1.566 -5.680 -0.582
C44 -2.484 -4.790 -1.104
C45 -2.227 -3.439 -1.232
N4 -3.814 -5.294 -1.502
O8 -4.636 -4.466 -1.846
O9 -3.962 -6.493 -1.566
N5 0.637 -6.062 0.440
O10 1.665 -5.565 0.848
O11 0.353 -7.237 0.489
H45 0.853 -3.420 0.190
H46 -1.776 -6.735 -0.503
H47 -2.965 -2.780 -1.666

Results of the Löwdin charge analysis, in e, for atoms 1 through 2: atom 1 (Sc): 1.006, atom 2 (O): -0.572

The following is a DFT calculation (ωB97M-V/def2-TZVPD) of a cluster of 6 separate species, C30H49BF15N3O10P in total in a non-equilibrium geometry.

## Properties
- HOMO-LUMO gap: 5.833 eV
- Total charge: -1
- E_HOMO: -4.02 eV
- LUMO energy: 0.0665 Eh

Cartesian coordinates (Å):
C1 0.209 -4.430 2.738
C2 0.776 -4.895 1.786
C3 1.451 -5.227 0.532
C4 2.865 -4.554 0.370
C5 3.028 -3.273 1.168
B1 4.319 -2.294 0.830
C6 4.265 -1.749 -0.730
C7 2.935 -1.046 -1.100
C8 2.101 -1.779 -2.154
N1 2.787 -1.947 -3.437
N2 4.311 -1.210 1.917
C9 5.091 -0.011 1.676
C10 4.266 1.191 1.127
P1 5.923 -3.452 1.043
N3 6.088 -4.169 2.466
H1 -0.212 -3.909 3.564
H2 1.511 -6.313 0.427
H3 0.822 -4.863 -0.285
H4 2.972 -4.389 -0.706
H5 3.617 -5.294 0.650
H6 2.140 -2.636 1.096
H7 3.137 -3.566 2.216
H8 5.121 -1.121 -1.003
H9 4.351 -2.628 -1.385
H10 3.149 -0.057 -1.528
H11 2.330 -0.866 -0.207
H12 1.212 -1.167 -2.334
H13 1.740 -2.735 -1.774
H14 3.131 -2.885 -3.570
H15 3.543 -1.283 -3.529
H16 3.368 -0.979 2.200
H17 5.530 0.325 2.628
H18 5.933 -0.216 1.015
H19 4.246 2.031 1.824
H20 3.234 0.845 1.031
H21 4.599 1.509 0.142
H22 7.107 -2.735 0.695
H23 5.884 -4.460 0.039
H24 5.322 -3.856 3.055
C11 3.586 -6.011 5.360
C12 2.542 -6.923 5.960
O1 2.354 -6.649 7.371
C13 1.531 -5.655 7.658
O2 0.918 -4.979 6.887
C14 1.414 -5.506 9.187
F1 2.607 -5.585 9.786
F2 0.637 -6.483 9.683
F3 0.863 -4.338 9.508
H25 4.527 -6.082 5.907
H26 3.769 -6.270 4.318
H27 3.259 -4.972 5.399
H28 2.860 -7.962 5.910
H29 1.589 -6.839 5.440
C15 4.913 5.840 -3.433
C16 4.311 6.170 -2.084
O3 3.033 5.529 -1.917
C17 3.076 4.262 -1.514
O4 4.047 3.612 -1.283
C18 1.646 3.720 -1.335
F4 0.849 4.086 -2.351
F5 1.107 4.208 -0.203
F6 1.648 2.399 -1.260
H30 4.221 6.103 -4.234
H31 5.841 6.394 -3.575
H32 5.130 4.776 -3.513
H33 4.110 7.236 -2.000
H34 4.975 5.886 -1.269
C19 -2.128 4.342 -1.709
C20 -2.830 4.749 -0.434
O5 -3.453 6.049 -0.572
C21 -4.643 6.075 -1.137
O6 -5.275 5.145 -1.549
C22 -5.173 7.521 -1.167
F7 -4.229 8.384 -1.551
F8 -5.595 7.878 0.054
F9 -6.201 7.623 -2.008
H35 -1.413 5.105 -2.009
H36 -1.599 3.403 -1.557
H37 -2.839 4.209 -2.525
H38 -2.116 4.862 0.379
H39 -3.574 4.016 -0.128
C23 -5.021 -3.542 1.258
C24 -3.653 -3.274 1.847
O7 -2.645 -3.251 0.824
C25 -2.498 -2.111 0.166
O8 -3.124 -1.103 0.325
C26 -1.331 -2.245 -0.831
F10 -1.385 -3.411 -1.488
F11 -0.184 -2.198 -0.154
F12 -1.367 -1.261 -1.722
H40 -5.010 -4.466 0.678
H41 -5.760 -3.636 2.053
H42 -5.326 -2.734 0.594
H43 -3.356 -4.076 2.520
H44 -3.632 -2.340 2.406
C27 -6.702 4.880 -4.371
C28 -8.101 4.539 -3.920
O9 -9.086 4.958 -4.893
C29 -9.300 4.132 -5.903
O10 -8.775 3.077 -6.101
C30 -10.399 4.710 -6.815
F13 -10.220 6.018 -7.035
F14 -11.601 4.547 -6.241
F15 -10.412 4.087 -7.990
H45 -6.621 5.946 -4.593
H46 -5.991 4.631 -3.588
H47 -6.434 4.333 -5.276
H48 -8.352 5.080 -3.010
H49 -8.212 3.475 -3.720

Results of the Löwdin charge analysis, in e, for atoms 1 through 2: atom 1 (C): 0.092, atom 2 (C): -0.161

The following is a DFT calculation (ωB97M-V/def2-TZVPD) of a cluster of 6 separate species, C36H69Cl10F3N4O4S in total in a non-equilibrium geometry.

## Properties
- SMILES string: CCCCCCC[C@](NCCC)(OCOC[C@H](C)CC(C)C)[C@@H](CCSc1nnco1)NCOC(F)(F)F.ClCCCl.ClCCCl.ClCCCl.ClCCCl.ClCCCl
- HOMO-LUMO gap: 9.262 eV
- Total charge: 0
- E_HOMO: -8.86 eV
- LUMO energy: 0.0146 Eh

Cartesian coordinates (Å):
C1 3.822 3.946 3.613
C2 2.641 4.625 4.342
C3 1.292 4.020 3.969
C4 1.200 2.531 4.330
C5 0.446 1.679 3.312
C6 1.117 1.587 1.934
C7 0.066 1.152 0.920
C8 0.586 0.842 -0.494
N1 -0.410 0.191 -1.282
C9 -1.789 0.650 -1.131
C10 -2.652 -0.177 -0.158
C11 -2.228 -1.634 -0.002
O1 1.743 -0.012 -0.341
C12 1.457 -1.370 -0.195
O2 1.447 -2.113 -1.392
C13 2.275 -1.611 -2.413
C14 2.426 -2.667 -3.505
C15 1.172 -2.653 -4.403
C16 2.670 -4.091 -2.957
C17 3.525 -4.192 -1.669
C18 4.605 -5.264 -1.905
C19 2.639 -4.719 -0.508
C20 1.149 2.169 -1.143
C21 2.592 2.061 -1.669
C22 3.699 2.301 -0.633
S1 4.950 0.966 -0.563
C23 4.669 0.317 1.012
N2 4.821 0.912 2.165
N3 4.450 0.032 3.133
C24 4.116 -1.068 2.522
O3 4.234 -0.960 1.186
N4 0.281 2.643 -2.225
C25 -0.379 3.884 -1.992
O4 -1.644 3.976 -2.682
C26 -1.593 3.893 -4.025
F1 -1.698 2.618 -4.463
F2 -2.645 4.574 -4.543
F3 -0.467 4.419 -4.551
H1 4.351 4.643 2.972
H2 4.513 3.479 4.300
H3 3.423 3.182 2.955
H4 2.756 4.529 5.420
H5 2.674 5.685 4.100
H6 0.555 4.545 4.576
H7 1.036 4.237 2.933
H8 2.169 2.082 4.540
H9 0.643 2.470 5.264
H10 0.223 0.687 3.699
H11 -0.521 2.163 3.156
H12 1.420 2.603 1.694
H13 1.968 0.918 1.988
H14 -0.682 1.941 0.877
H15 -0.438 0.258 1.290
H16 -0.149 0.179 -2.255
H17 -1.859 1.710 -0.895
H18 -2.247 0.561 -2.113
H19 -2.725 0.334 0.796
H20 -3.661 -0.168 -0.569
H21 -3.089 -2.273 0.143
H22 -1.576 -1.989 -0.792
H23 -1.660 -1.728 0.924
H24 0.523 -1.546 0.325
H25 2.259 -1.783 0.420
H26 1.784 -0.748 -2.865
H27 3.265 -1.325 -2.057
H28 3.273 -2.377 -4.125
H29 1.380 -3.110 -5.370
H30 0.408 -3.264 -3.927
H31 0.772 -1.650 -4.523
H32 3.201 -4.622 -3.743
H33 1.710 -4.588 -2.854
H34 3.996 -3.252 -1.406
H35 5.434 -4.862 -2.489
H36 4.991 -5.661 -0.971
H37 4.179 -6.073 -2.490
H38 2.912 -4.292 0.453
H39 1.610 -4.438 -0.700
H40 2.672 -5.804 -0.493
H41 1.160 2.943 -0.379
H42 2.697 2.868 -2.394
H43 2.777 1.145 -2.219
H44 3.317 2.474 0.366
H45 4.267 3.178 -0.919
H46 3.768 -1.990 2.942
H47 0.740 2.616 -3.122
H48 -0.652 3.969 -0.949
H49 0.224 4.763 -2.228
Cl1 -3.319 -4.503 2.951
C27 -5.029 -4.118 3.271
C28 -5.628 -3.263 2.185
Cl2 -4.935 -1.623 2.175
H50 -5.086 -3.625 4.238
H51 -5.564 -5.064 3.329
H52 -6.699 -3.158 2.347
H53 -5.470 -3.700 1.202
Cl3 -3.957 -0.463 6.097
C29 -3.988 1.317 6.005
C30 -4.527 1.807 4.687
Cl4 -3.420 1.445 3.339
H54 -2.977 1.675 6.182
H55 -4.624 1.664 6.818
H56 -4.649 2.888 4.721
H57 -5.490 1.356 4.458
Cl5 4.473 -6.585 -8.341
C31 3.082 -5.594 -8.850
C32 2.668 -4.610 -7.788
Cl6 1.961 -5.414 -6.363
H58 2.268 -6.267 -9.106
H59 3.385 -5.057 -9.747
H60 1.907 -3.940 -8.185
H61 3.512 -4.013 -7.450
Cl7 -2.156 0.741 9.468
C33 -3.056 -0.429 10.467
C34 -4.336 -0.874 9.810
Cl8 -5.539 0.439 9.725
H62 -3.244 0.033 11.432
H63 -2.403 -1.288 10.614
H64 -4.784 -1.679 10.390
H65 -4.162 -1.230 8.798
Cl9 -5.736 3.023 -8.764
C35 -4.888 4.011 -7.545
C36 -5.672 5.237 -7.158
Cl10 -5.770 6.421 -8.487
H66 -3.913 4.274 -7.947
H67 -4.741 3.380 -6.670
H68 -5.180 5.734 -6.324
H69 -6.686 4.982 -6.862

Results of the Löwdin charge analysis, in e, for atoms 1 through 2: atom 1 (C): -0.101, atom 2 (C): -0.253